Record 1
{
  "formula": "C3H15N2O2",
  "method": "ωB97M-V with the def2-TZVPD basis set",
  "e_tot_ev": -10421.782,
  "charge": 1,
  "largest_force_ev_per_a": 3.49,
  "e_above_lowest_kj_mol": 216.5,
  "symbols": ["N", "C", "C", "N", "C", "H", "H", "H", "H", "H", "H", "H", "H", "H", "H", "H", "H", "H", "O", "H", "H", "O"],
  "coordinates": [[-0.1726, -0.2632, -0.4958], [-0.2172, -0.5569, 0.9582], [0.5455, 0.5095, 1.7774], [1.6233, 1.1005, 0.9206], [2.2632, 2.2997, 1.4796], [0.7406, -0.6140, -0.8478], [-0.9208, -0.5621, -1.1422], [0.0303, 0.7347, -0.7283], [-1.2997, -0.3387, 1.3591], [0.1121, -1.5834, 1.1667], [-0.2132, 1.2309, 2.0493], [0.9565, 0.0961, 2.7108], [2.1846, 0.2978, 0.7043], [1.7412, 2.7527, 2.3143], [2.2100, 3.0780, 0.7108], [3.3637, 2.3348, 1.5682], [-3.8735, 0.1182, -1.7145], [-2.9077, 0.3997, -2.6383], [-3.1192, -0.3797, -2.0994], [-0.7292, -2.9174, -1.0600], [-0.9449, -2.4146, -2.3408], [-0.1926, -2.3749, -1.6918]],
  "forces_ev_per_angstrom": [[1.8793, 1.9466, -1.1629], [-2.5837, 0.9552, 1.8500], [1.1231, 0.2243, -0.8292], [-1.7509, -0.4392, 1.0168], [0.8349, 1.2134, -1.7229], [-1.0823, -0.4827, -0.0488], [0.2096, -0.3761, 0.9110], [-0.5571, -0.1371, 1.1541], [1.7891, -1.3266, -1.2003], [-0.2611, 0.3315, -0.3964], [0.3169, 0.6707, 0.0344], [-0.3050, -0.1539, -0.2297], [1.2408, 0.2869, 0.1237], [0.0901, -0.5481, 0.4552], [-0.4933, 0.0768, -0.1116], [-0.4739, -1.0168, 0.7724], [-0.0400, -1.3273, 0.5749], [0.8724, -0.5561, -0.7567], [-0.5749, 1.8920, 0.2109], [1.3279, 0.2072, 0.1529], [1.3482, 0.4252, -0.3330], [-2.9101, -1.8661, -0.4645]],
  "nbo_charge": [-0.699, -0.250, -0.230, -0.669, -0.444, 0.450, 0.479, 0.451, 0.241, 0.234, 0.202, 0.213, 0.360, 0.214, 0.203, 0.226, 0.485, 0.471, -0.949, 0.480, 0.491, -0.957]
}



Record 2
{
  "formula": "C30H20Cl2F6N9O2S2SbTl",
  "method": "ωB97M-V with the def2-TZVPD basis set",
  "multiplicity": 2,
  "e_tot_ev": -123203.313,
  "charge": -2,
  "largest_force_ev_per_a": 0.33,
  "e_above_lowest_kj_mol": 13.8,
  "symbols": ["Tl", "S", "C", "C", "C", "C", "N", "C", "C", "C", "S", "C", "N", "H", "H", "N", "C", "N", "C", "N", "N", "C", "N", "C", "C", "C", "C", "C", "N", "H", "H", "H", "H", "H", "H", "H", "H", "Cl", "C", "C", "C", "C", "C", "Cl", "C", "N", "C", "C", "C", "C", "C", "C", "C", "C", "O", "O", "H", "H", "H", "H", "H", "H", "H", "H", "H", "H", "F", "Sb", "F", "F", "F", "F", "F"],
  "coordinates": [[-1.6890, 0.2316, 0.5190], [0.5007, -2.5309, 0.7909], [0.6539, -1.8848, 2.3966], [-0.3637, -1.6489, 3.3107], [-0.0558, -1.1457, 4.5746], [-1.1105, -0.9236, 5.5216], [-1.9551, -0.7527, 6.2839], [1.2780, -0.8758, 4.9175], [2.2982, -1.1162, 3.9990], [1.9929, -1.6223, 2.7443], [3.1036, -2.0375, 1.4774], [1.6170, -0.3827, 6.2217], [1.8962, 0.0196, 7.2630], [-1.3928, -1.8644, 3.0541], [3.3258, -0.9177, 4.2740], [1.6922, 0.2209, -1.1112], [1.0057, 1.2978, -1.5143], [1.7019, 2.4153, -1.7421], [0.9844, 3.4391, -2.1806], [1.6355, 4.6263, -2.3526], [-0.3257, 3.4119, -2.4813], [-0.9092, 2.2663, -2.1702], [-0.3278, 1.1806, -1.6884], [-2.3884, 2.1860, -2.3416], [-3.0335, 2.8939, -3.3439], [-4.4004, 2.7234, -3.4882], [-5.0689, 1.8721, -2.6252], [-4.3409, 1.2302, -1.6349], [-3.0299, 1.3829, -1.4959], [2.6231, 0.3804, -0.7555], [1.2087, -0.5942, -0.7553], [2.4719, 4.6994, -1.7886], [1.0175, 5.4191, -2.2791], [-2.4571, 3.5434, -3.9864], [-4.9347, 3.2383, -4.2773], [-6.1286, 1.6811, -2.7201], [-4.8234, 0.5430, -0.9511], [4.8880, 0.8182, -1.8828], [5.7627, 0.1838, -0.5328], [6.8067, -0.6961, -0.7655], [7.4710, -1.2825, 0.2979], [7.0965, -0.9715, 1.5955], [6.0770, -0.0644, 1.8096], [5.6832, 0.3628, 3.4485], [5.3690, 0.5399, 0.7601], [4.2953, 1.3806, 1.0105], [4.2615, 2.7487, 0.6798], [5.3618, 3.3570, 0.0778], [5.3383, 4.7062, -0.2330], [4.2224, 5.4661, 0.0852], [3.1367, 4.8623, 0.7057], [3.1201, 3.5011, 0.9967], [1.9224, 2.8675, 1.6539], [0.5295, 3.1879, 1.0492], [0.2960, 4.3235, 0.6240], [-0.2506, 2.1945, 1.0826], [7.0631, -0.9350, -1.7884], [8.2728, -1.9858, 0.1170], [7.5936, -1.4150, 2.4466], [3.7833, 1.1278, 1.8414], [6.2424, 2.7659, -0.1398], [6.1989, 5.1606, -0.7094], [4.1961, 6.5254, -0.1412], [2.2444, 5.4270, 0.9385], [1.8724, 3.1945, 2.6987], [1.9949, 1.7811, 1.6746], [-3.3478, -1.7812, -1.2593], [-4.5113, -2.5445, -2.5577], [-3.0805, -3.5462, -3.2763], [-5.6931, -3.2842, -3.8422], [-4.9291, -3.9521, -1.3646], [-5.9514, -1.5273, -1.8351], [-4.1239, -1.1125, -3.7375]],
  "forces_ev_per_angstrom": [[0.1026, -0.0565, -0.0266], [0.0601, 0.0689, 0.0663], [0.0016, -0.0114, -0.0136], [0.0123, -0.0049, -0.0195], [-0.0467, 0.0035, -0.0113], [0.0513, 0.0233, 0.0167], [-0.0242, -0.0161, -0.0041], [0.0363, -0.0452, 0.0168], [0.0204, 0.0081, 0.0213], [0.0031, -0.0231, -0.0250], [-0.0775, 0.0435, -0.0418], [-0.0889, 0.0683, -0.0308], [0.0510, -0.0294, 0.0165], [0.0102, -0.0065, 0.0155], [-0.0278, -0.0176, 0.0021], [-0.0164, -0.0811, 0.2271], [0.0485, -0.0528, -0.1563], [-0.0112, -0.0268, -0.0035], [0.0143, 0.1187, 0.0505], [-0.0460, -0.0570, -0.0151], [0.0066, -0.0568, -0.0667], [-0.0851, 0.1249, 0.0809], [0.2186, -0.1407, 0.0838], [0.0398, 0.0083, -0.0567], [-0.0073, -0.0207, 0.0384], [-0.0163, -0.0116, 0.0007], [0.0049, 0.0062, 0.0047], [-0.0320, -0.0109, -0.0272], [-0.1076, 0.0880, -0.1230], [-0.0642, -0.0158, -0.0387], [-0.0627, 0.0644, 0.0123], [-0.0071, -0.0097, -0.0271], [-0.0101, -0.0113, -0.0086], [0.0040, 0.0053, 0.0057], [-0.0041, -0.0025, 0.0049], [0.0086, -0.0104, -0.0005], [-0.0106, -0.0077, 0.0082], [0.1135, -0.0026, -0.0576], [0.0288, -0.0093, -0.0401], [-0.0154, -0.0104, -0.0393], [-0.0312, 0.0278, 0.0288], [0.0217, 0.0032, -0.0179], [0.0415, 0.1030, -0.0775], [-0.0166, -0.0091, -0.0392], [0.2194, -0.1170, 0.1357], [-0.1900, -0.0607, -0.0749], [0.1364, 0.0960, 0.0760], [-0.0298, -0.0137, 0.0249], [-0.0261, 0.0028, -0.0046], [0.0434, 0.0126, -0.0022], [-0.0317, -0.0370, 0.0172], [-0.0182, 0.0350, -0.0125], [0.1096, 0.0204, 0.1211], [0.1847, -0.0822, -0.0829], [-0.0561, 0.0444, 0.0379], [-0.3213, -0.0252, 0.0460], [0.0095, -0.0140, 0.0059], [-0.0072, -0.0061, 0.0005], [0.0028, -0.0108, -0.0063], [-0.0293, 0.0217, 0.0023], [0.0054, 0.0330, -0.0079], [-0.0015, -0.0021, -0.0032], [0.0062, 0.0075, 0.0020], [0.0118, 0.0105, 0.0077], [-0.0174, 0.0005, 0.0199], [-0.0223, 0.0331, -0.0310], [-0.0865, 0.0036, -0.0272], [0.0275, -0.0155, 0.0616], [-0.0069, -0.0048, -0.0078], [-0.0185, 0.0072, -0.0249], [0.0053, 0.0018, -0.0006], [0.0259, 0.0389, -0.0067], [-0.0160, 0.0127, 0.0006]],
  "mulliken_spin": [-0.001, 0.505, 0.049, -0.030, -0.005, -0.005, -0.001, 0.001, -0.048, 0.072, 0.478, -0.005, -0.001, -0.004, -0.009, 0.000, 0.000, 0.000, 0.000, 0.000, 0.000, 0.000, -0.001, 0.000, 0.000, 0.000, 0.001, 0.000, -0.001, 0.003, 0.000, 0.000, 0.000, 0.000, 0.000, 0.000, 0.000, 0.000, -0.005, 0.003, 0.001, 0.001, 0.012, 0.002, -0.008, -0.008, -0.001, 0.001, 0.000, 0.000, 0.000, 0.000, 0.005, 0.000, 0.000, 0.002, 0.000, 0.000, -0.001, 0.004, 0.000, 0.000, 0.000, 0.000, 0.000, -0.005, -0.001, 0.000, 0.000, 0.000, 0.000, 0.000, 0.000]
}



Record 3
{
  "formula": "C22H23ClN6O",
  "method": "ωB97M-V with the def2-TZVPD basis set",
  "smiles": "CCCCc1nc(Cl)c(CO)n1Cc1ccc(-c2ccccc2-c2nn[nH]n2)cc1",
  "e_tot_ev": -46697.702,
  "charge": 0,
  "largest_force_ev_per_a": 1.34,
  "e_above_lowest_kj_mol": 8.8,
  "symbols": ["C", "C", "C", "C", "C", "N", "C", "Cl", "C", "C", "O", "N", "C", "C", "C", "C", "C", "C", "C", "C", "C", "C", "C", "C", "N", "N", "N", "N", "C", "C", "H", "H", "H", "H", "H", "H", "H", "H", "H", "H", "H", "H", "H", "H", "H", "H", "H", "H", "H", "H", "H", "H", "H"],
  "coordinates": [[5.7734, 3.0597, -0.1705], [5.0706, 2.5002, -1.4008], [3.5653, 2.7669, -1.4016], [2.8391, 2.1873, -0.1771], [3.1743, 0.7628, 0.0795], [4.0189, 0.3807, 1.0094], [4.0682, -0.9659, 0.9275], [5.0516, -1.8987, 1.9623], [3.2500, -1.4310, -0.0719], [2.9762, -2.8369, -0.4846], [1.7876, -3.3540, 0.0854], [2.6766, -0.2978, -0.6090], [1.6723, -0.2558, -1.6476], [0.3240, 0.1431, -1.0982], [-0.2708, -0.6290, -0.1073], [-1.4975, -0.2719, 0.4140], [-2.1604, 0.8604, -0.0508], [-3.4628, 1.2518, 0.5162], [-3.5928, 2.4846, 1.1453], [-4.7858, 2.8609, 1.7355], [-5.8739, 2.0027, 1.7091], [-5.7691, 0.7808, 1.0744], [-4.5739, 0.4008, 0.4672], [-4.5389, -0.8637, -0.2413], [-5.4317, -1.8616, -0.0246], [-5.1366, -2.8115, -0.8259], [-4.0968, -2.4152, -1.5249], [-3.6851, -1.2073, -1.2006], [-1.5609, 1.6343, -1.0364], [-0.3303, 1.2771, -1.5568], [5.4698, 2.5118, 0.7169], [5.5358, 4.1133, -0.0390], [6.8509, 2.9620, -0.2793], [5.4978, 2.9488, -2.3015], [5.2476, 1.4236, -1.4512], [3.1382, 2.3512, -2.3176], [3.3889, 3.8445, -1.4192], [1.7605, 2.2947, -0.3099], [3.1345, 2.7439, 0.7114], [2.8403, -2.9158, -1.5667], [3.8388, -3.4510, -0.1966], [1.9086, -3.4099, 1.0402], [1.6026, -1.2532, -2.0881], [1.9872, 0.4468, -2.4242], [0.2278, -1.5203, 0.2435], [-1.9494, -0.8709, 1.1914], [-2.7375, 3.1440, 1.1825], [-4.8651, 3.8220, 2.2217], [-6.8033, 2.2896, 2.1772], [-6.6075, 0.1028, 1.0302], [-3.6467, -2.9732, -2.2356], [-2.0693, 2.5130, -1.4054], [0.1188, 1.8829, -2.3318]],
  "forces_ev_per_angstrom": [[-0.0370, -0.1445, -0.1799], [-0.0899, 0.1938, 0.0313], [0.1266, -0.1424, 0.0300], [-0.0405, 0.1410, -0.2705], [-0.0612, 0.0690, 0.1669], [0.1799, 0.1217, 0.3039], [-0.4978, 0.0985, -0.6784], [0.1820, -0.2222, 0.1982], [0.4274, -0.4924, 0.2820], [0.2717, 0.2452, -0.0533], [-0.4111, -0.2593, 0.1424], [0.3644, -0.0194, 0.1571], [-0.3383, 0.0989, -0.1848], [-0.0871, 0.0642, -0.1509], [-0.0730, 0.0055, 0.0450], [0.1582, 0.1737, 0.0205], [0.3848, 0.1481, -0.0668], [-0.3088, -0.0221, 0.0995], [-0.0222, -0.0036, -0.0185], [-0.0406, 0.0348, 0.0067], [-0.0117, 0.0387, 0.0379], [0.0954, -0.0476, -0.0500], [0.0602, 0.5524, 0.2522], [0.3073, -0.7840, -0.7618], [-0.2408, 0.4248, 0.5234], [-0.1159, -1.1972, -0.5968], [-0.1250, 0.4928, 0.3840], [0.0156, 0.2987, -0.1049], [-0.1646, -0.0512, 0.1516], [0.1400, -0.1915, -0.0561], [0.0333, 0.0130, 0.1491], [0.0016, 0.1573, 0.0556], [0.1117, 0.0275, 0.0710], [0.0062, -0.0938, -0.0281], [0.0374, -0.0485, -0.0888], [-0.0694, 0.0623, -0.0472], [-0.0498, 0.0309, -0.0719], [0.0333, 0.0839, 0.1047], [-0.0835, -0.0593, 0.0360], [0.1009, -0.0396, 0.1087], [-0.0799, 0.1207, -0.1395], [0.0263, 0.0319, -0.0429], [0.1033, 0.1440, -0.0123], [-0.0436, -0.1379, 0.0282], [0.0848, -0.0857, 0.0551], [-0.0568, -0.0754, 0.0553], [0.0783, 0.0354, 0.0133], [-0.0021, 0.0699, 0.0457], [-0.0785, 0.0184, 0.0320], [-0.0879, -0.0258, 0.0011], [-0.1329, -0.0028, 0.1215], [-0.0619, 0.0823, -0.0344], [0.0812, 0.0668, -0.0720]],
  "nbo_charge": [-0.619, -0.397, -0.379, -0.463, 0.383, -0.482, 0.079, 0.018, 0.018, -0.100, -0.721, -0.330, -0.247, 0.038, -0.236, -0.168, -0.059, 0.067, -0.212, -0.196, -0.214, -0.159, -0.124, 0.253, -0.259, -0.030, -0.163, -0.248, -0.193, -0.231, 0.228, 0.195, 0.211, 0.201, 0.198, 0.189, 0.205, 0.231, 0.241, 0.188, 0.199, 0.473, 0.225, 0.213, 0.235, 0.216, 0.217, 0.216, 0.217, 0.234, 0.418, 0.216, 0.209]
}